A 11-piece molecular cluster, C52H55FN11O3PS2 overall, computed with ωB97M-V/def2-TZVPD.

The geometry in XYZ format:
```
125
C52H55FN11O3PS2 (ωB97M-V/def2-TZVPD)
O -0.51 0.44 -0.49
C 0.60 0.39 -0.96
C 1.45 -0.85 -0.85
N 2.49 -1.05 -1.90
P 2.05 -0.51 -3.50
S 0.39 -1.24 -4.09
S 4.01 -0.71 -1.39
O 4.90 -0.88 -2.48
O 4.05 0.43 -0.55
F 4.21 -1.94 -0.45
H 1.04 1.29 -1.44
H 0.80 -1.72 -0.84
H 1.94 -0.80 0.13
H 3.21 -0.80 -4.21
H 2.07 0.88 -3.40
N 1.64 -1.41 2.44
C 0.43 -1.11 2.93
C 0.01 -1.49 4.19
C 0.87 -2.21 5.00
C 2.12 -2.53 4.50
C 2.46 -2.11 3.22
H -0.22 -0.55 2.26
H -0.98 -1.22 4.53
H 0.56 -2.53 5.99
H 2.83 -3.10 5.09
H 3.43 -2.34 2.80
N -0.65 -4.11 7.12
C -1.79 -4.75 6.88
C -2.33 -5.69 7.74
C -1.66 -5.98 8.92
C -0.47 -5.32 9.18
C -0.01 -4.40 8.26
H -2.28 -4.50 5.95
H -3.26 -6.18 7.49
H -2.05 -6.71 9.61
H 0.10 -5.52 10.08
H 0.92 -3.86 8.44
N 2.54 -6.56 9.87
C 2.97 -7.03 11.04
C 4.29 -7.37 11.28
C 5.21 -7.23 10.26
C 4.78 -6.74 9.04
C 3.43 -6.42 8.90
H 2.23 -7.13 11.82
H 4.59 -7.75 12.25
H 6.25 -7.49 10.41
H 5.46 -6.61 8.21
H 3.05 -6.04 7.95
N 0.19 2.15 -4.72
C -1.14 2.21 -4.69
C -1.88 2.96 -5.60
C -1.21 3.66 -6.59
C 0.18 3.60 -6.62
C 0.83 2.83 -5.67
H -1.64 1.66 -3.91
H -2.96 2.98 -5.53
H -1.77 4.25 -7.30
H 0.75 4.13 -7.37
H 1.91 2.76 -5.67
N -4.25 5.09 -7.38
C -4.97 4.12 -7.95
C -6.36 4.08 -7.91
C -7.03 5.10 -7.26
C -6.29 6.12 -6.66
C -4.91 6.06 -6.76
H -4.41 3.34 -8.44
H -6.89 3.27 -8.39
H -8.11 5.11 -7.21
H -6.77 6.93 -6.14
H -4.30 6.84 -6.31
N 3.59 3.69 3.90
C 3.36 2.47 3.42
C 2.10 1.93 3.26
C 1.00 2.69 3.63
C 1.22 3.96 4.13
C 2.52 4.42 4.25
H 4.24 1.90 3.14
H 1.98 0.93 2.86
H 0.00 2.30 3.52
H 0.39 4.60 4.43
H 2.73 5.41 4.64
N -3.83 2.34 -2.30
C -2.82 2.42 -1.44
C -2.71 3.42 -0.48
C -3.69 4.39 -0.42
C -4.75 4.33 -1.32
C -4.77 3.29 -2.24
H -2.06 1.65 -1.50
H -1.87 3.42 0.20
H -3.64 5.19 0.31
H -5.54 5.07 -1.32
H -5.58 3.20 -2.95
N 7.02 -4.74 -2.91
C 6.79 -3.43 -2.77
C 7.74 -2.54 -2.30
C 8.99 -3.02 -1.95
C 9.24 -4.38 -2.09
C 8.22 -5.19 -2.58
H 5.81 -3.08 -3.05
H 7.50 -1.49 -2.21
H 9.76 -2.36 -1.58
H 10.20 -4.81 -1.83
H 8.38 -6.26 -2.70
N -0.72 -3.84 -6.16
C -0.58 -3.09 -7.25
C -0.22 -3.59 -8.49
C 0.01 -4.96 -8.60
C -0.13 -5.75 -7.48
C -0.50 -5.15 -6.28
H -0.76 -2.03 -7.11
H -0.11 -2.93 -9.34
H 0.30 -5.39 -9.55
H 0.04 -6.82 -7.52
H -0.62 -5.74 -5.38
N -7.09 7.31 -0.58
C -7.83 7.17 0.52
C -7.59 7.85 1.70
C -6.52 8.73 1.75
C -5.74 8.88 0.61
C -6.07 8.15 -0.52
H -8.66 6.47 0.45
H -8.23 7.70 2.56
H -6.29 9.28 2.65
H -4.89 9.55 0.60
H -5.48 8.25 -1.43
```

Summary:
HOMO energy: -8.778 eV
strongest force on any atom: 0.9 eV/A
E_tot: -111024.1822 eV